--- w ---
{"formula": "C7H12", "method": "ωB97M-V/def2-TZVPD", "mol_weight_g_mol": 96.173, "gap_ev": 9.77, "multiplicity": 1, "species": ["C", "C", "C", "C", "C", "C", "C", "H", "H", "H", "H", "H", "H", "H", "H", "H", "H", "H", "H"], "positions_angstrom": [[-2.179, -0.233, -0.329], [-1.064, 0.658, 0.202], [-0.082, -0.140, 1.160], [1.359, 0.349, 0.785], [2.403, -0.751, 0.654], [0.786, 0.938, -0.428], [-0.246, 1.371, -0.990], [-1.771, -1.068, -0.908], [-2.753, -0.649, 0.510], [-2.858, 0.331, -0.975], [-1.498, 1.499, 0.751], [-0.317, 0.001, 2.219], [-0.152, -1.209, 0.929], [1.708, 1.129, 1.470], [2.056, -1.541, -0.019], [2.598, -1.191, 1.638], [3.349, -0.358, 0.266], [-0.478, 0.561, -3.175], [-0.863, 0.303, -3.760]], "mulliken_charge": [-1.584, 0.905, -1.204, 0.724, -1.438, 0.136, -1.059, 0.368, 0.383, 0.372, 0.295, 0.353, 0.364, 0.314, 0.356, 0.349, 0.371, -0.212, 0.206]}

--- x ---
{"formula": "C7H12", "method": "ωB97M-V/def2-TZVPD", "mol_weight_g_mol": 96.173, "gap_ev": 10.84, "smiles": "C[C@H]1[C@H]2CCC[C@@H]12", "multiplicity": 1, "species": ["C", "C", "C", "C", "C", "C", "C", "H", "H", "H", "H", "H", "H", "H", "H", "H", "H", "H", "H"], "positions_angstrom": [[0.419, 1.930, 0.271], [0.983, 0.833, -0.609], [1.219, -0.622, -0.275], [0.546, -1.315, 0.898], [-0.946, -0.945, 0.808], [-1.198, -0.606, -0.678], [0.153, -0.234, -1.275], [1.114, 2.210, 1.072], [0.238, 2.824, -0.339], [-0.536, 1.660, 0.728], [1.780, 1.207, -1.253], [2.167, -1.039, -0.610], [0.668, -2.397, 0.756], [0.983, -1.064, 1.871], [-1.594, -1.758, 1.154], [-1.164, -0.085, 1.449], [-1.960, 0.173, -0.801], [-1.566, -1.495, -1.206], [0.288, -0.397, -2.342]], "mulliken_charge": [-1.415, 0.083, -0.286, -0.737, -0.723, -0.821, -0.222, 0.286, 0.362, 0.314, 0.416, 0.372, 0.365, 0.330, 0.402, 0.231, 0.299, 0.379, 0.363]}

--- y ---
{"formula": "C7H12", "method": "ωB97M-V/def2-TZVPD", "mol_weight_g_mol": 96.173, "gap_ev": 8.95, "multiplicity": 1, "species": ["C", "C", "C", "C", "C", "C", "C", "H", "H", "H", "H", "H", "H", "H", "H", "H", "H", "H", "H"], "positions_angstrom": [[-0.355, -0.412, -2.455], [-0.094, 0.583, -1.326], [-0.791, 0.157, -0.048], [-0.206, -1.048, 0.725], [0.284, -0.380, 1.990], [1.245, 0.720, 1.735], [-0.209, 1.077, 1.915], [0.152, -0.105, -3.375], [-1.427, -0.485, -2.666], [0.005, -1.414, -2.192], [0.987, 0.672, -1.157], [-0.451, 1.579, -1.614], [-1.870, 0.052, -0.196], [0.593, -1.565, 0.170], [-0.982, -1.793, 0.927], [0.257, -0.899, 2.945], [1.804, 1.101, 2.587], [1.793, 0.779, 0.796], [-0.841, 1.100, 0.680]], "mulliken_charge": [-1.185, -0.248, -0.122, -0.899, -0.030, -0.414, -0.807, 0.369, 0.312, 0.303, 0.151, 0.361, 0.611, 0.287, 0.327, 0.394, 0.275, 0.115, 0.200]}

--- z ---
{"formula": "C7H12", "method": "ωB97M-V/def2-TZVPD", "mol_weight_g_mol": 96.173, "gap_ev": 9.43, "smiles": "C=C(C)C(=C)CC", "multiplicity": 1, "species": ["C", "C", "C", "C", "C", "C", "C", "H", "H", "H", "H", "H", "H", "H", "H", "H", "H", "H", "H"], "positions_angstrom": [[1.225, -1.504, 0.594], [1.070, -0.313, 0.045], [2.328, 0.308, -0.474], [-0.227, 0.435, 0.068], [-0.118, 1.785, 0.096], [-1.501, -0.260, 0.502], [-2.518, -0.478, -0.778], [2.170, -1.818, 0.985], [0.488, -2.097, 0.990], [3.162, -0.456, -0.274], [2.472, 1.226, 0.134], [2.168, 0.860, -1.389], [-0.917, 2.292, 0.735], [0.551, 2.383, -0.508], [-1.247, -1.187, 1.078], [-2.097, 0.470, 1.176], [-3.515, -1.032, -0.510], [-2.760, 0.519, -1.127], [-2.030, -1.004, -1.608]], "mulliken_charge": [-1.222, 1.154, -1.428, 0.491, -0.923, -0.637, -1.027, 0.234, 0.331, 0.275, 0.368, 0.377, 0.195, 0.333, 0.296, 0.252, 0.301, 0.320, 0.310]}

Going by the computed energies, the most stable comes first: x, z, y, w.

--- w ---
{"formula": "C7H12", "method": "ωB97M-V/def2-TZVPD", "mol_weight_g_mol": 96.173, "gap_ev": 9.67, "smiles": "C=C(C)C/C=C/C", "multiplicity": 1, "species": ["C", "C", "C", "C", "C", "C", "C", "H", "H", "H", "H", "H", "H", "H", "H", "H", "H", "H", "H"], "positions_angstrom": [[-1.263, 1.900, 1.017], [-1.448, 0.673, 0.473], [-2.092, -0.415, 1.340], [-0.811, 0.136, -0.769], [0.634, -0.292, -0.420], [1.628, -0.729, -1.337], [2.999, -0.873, -0.679], [-2.067, 2.330, 1.584], [-0.657, 2.690, 0.678], [-2.785, -0.846, 0.532], [-2.903, 0.072, 2.086], [-1.397, -1.311, 1.665], [-1.419, -0.786, -1.080], [-0.847, 0.928, -1.520], [1.029, -0.300, 0.558], [1.371, -0.585, -2.315], [3.633, -1.794, -0.877], [3.417, 0.001, -1.315], [2.979, -0.800, 0.378]], "mulliken_charge": [-1.032, 0.406, -0.934, -0.511, -0.363, -0.313, -0.899, 0.296, 0.344, 0.295, 0.284, 0.237, 0.293, 0.380, 0.267, 0.438, 0.278, 0.181, 0.352]}

--- x ---
{"formula": "C7H12", "method": "ωB97M-V/def2-TZVPD", "mol_weight_g_mol": 96.173, "gap_ev": 10.42, "smiles": "CC#CCCCC", "multiplicity": 1, "species": ["C", "C", "C", "C", "C", "C", "C", "H", "H", "H", "H", "H", "H", "H", "H", "H", "H", "H", "H"], "positions_angstrom": [[-0.046, 0.108, 4.064], [-0.496, -0.070, 2.682], [-0.848, -0.211, 1.538], [-1.137, -0.344, 0.105], [0.108, -0.002, -0.724], [-0.085, -0.148, -2.231], [1.179, 0.242, -2.996], [0.962, 0.537, 4.086], [-0.016, -0.848, 4.596], [-0.710, 0.783, 4.614], [-1.969, 0.317, -0.174], [-1.466, -1.367, -0.118], [0.415, 1.025, -0.487], [0.931, -0.651, -0.399], [-0.928, 0.474, -2.562], [-0.357, -1.187, -2.464], [1.369, 1.319, -2.917], [2.055, -0.275, -2.586], [1.108, -0.010, -4.059]], "mulliken_charge": [-1.297, 0.808, -0.242, -0.770, -0.614, -0.352, -1.236, 0.283, 0.292, 0.295, 0.299, 0.298, 0.317, 0.326, 0.298, 0.309, 0.311, 0.317, 0.358]}

--- y ---
{"formula": "C7H12", "method": "ωB97M-V/def2-TZVPD", "mol_weight_g_mol": 96.173, "gap_ev": 9.18, "multiplicity": 1, "species": ["C", "C", "C", "C", "C", "C", "C", "H", "H", "H", "H", "H", "H", "H", "H", "H", "H", "H", "H"], "positions_angstrom": [[0.889, 0.226, -0.452], [0.602, -0.054, -1.915], [-0.716, -0.975, -1.380], [-1.147, -0.889, -0.120], [-0.868, -0.352, 1.171], [-0.079, 0.848, 1.649], [1.386, 0.866, 0.999], [-0.101, 0.632, -0.419], [1.163, -0.929, 0.142], [0.367, 0.855, -2.473], [1.333, -0.683, -2.231], [-0.800, -1.893, -2.001], [-1.543, -0.520, -2.026], [-1.899, -1.688, 0.080], [-1.606, -0.647, 1.853], [-0.910, 1.926, 1.310], [-0.035, 0.953, 3.099], [1.730, 1.913, 1.223], [2.233, 0.410, 1.492]], "mulliken_charge": [-0.362, -0.734, -0.507, -0.070, -0.704, -0.451, -0.609, 0.141, 0.183, 0.293, 0.385, 0.451, 0.313, 0.243, 0.350, 0.195, 0.278, 0.279, 0.327]}

--- z ---
{"formula": "C7H12", "method": "ωB97M-V/def2-TZVPD", "mol_weight_g_mol": 96.173, "gap_ev": 6.05, "multiplicity": 1, "species": ["C", "C", "C", "C", "C", "C", "C", "H", "H", "H", "H", "H", "H", "H", "H", "H", "H", "H", "H"], "positions_angstrom": [[1.171, -1.190, -1.156], [-0.243, -0.010, -0.549], [-1.189, 0.262, -1.552], [-0.536, -0.186, 0.972], [0.514, 0.808, 0.445], [0.230, 2.311, 0.409], [0.035, -1.547, 1.563], [2.137, -0.800, -0.857], [1.076, -2.333, -1.016], [0.733, -0.830, -2.139], [-2.065, 0.933, -1.397], [-1.123, -0.256, -2.443], [-1.482, 0.116, 1.322], [0.637, 2.997, 1.294], [0.575, 2.729, -0.441], [-0.784, 2.481, 0.672], [-0.356, -1.659, 2.548], [-0.403, -2.317, 0.815], [1.073, -1.509, 1.510]], "mulliken_charge": [-1.046, 0.640, -0.809, -0.015, -0.034, -1.408, -1.308, 0.305, 0.248, 0.343, 0.258, 0.322, 0.475, 0.302, 0.362, 0.358, 0.422, 0.249, 0.335]}

Going by the computed energies, the most stable comes first: x, w, z, y.